Record 1
{"formula": "C7H12N2O", "method": "ωB97M-V/def2-TZVPD", "elements": ["C", "C", "C", "C", "C", "C", "C", "N", "N", "O", "H", "H", "H", "H", "H", "H", "H", "H", "H", "H", "H", "H"], "coordinates": [[0.19107, 1.80057, 0.50760], [-0.26489, 0.62477, 0.48911], [0.00969, 2.61755, -0.75129], [-1.16198, -0.18381, -0.48578], [-0.17916, 1.67349, -1.88322], [-1.40493, 0.73345, -1.70793], [1.70434, -3.25001, 1.77108], [1.07500, -1.99931, 1.43034], [0.08811, -1.54279, 1.93362], [-0.59028, -1.56341, 2.97063], [0.65521, 2.27334, 1.38529], [-0.83911, 3.25552, -0.43299], [1.01317, 3.22149, -0.92057], [-0.59741, -1.07748, -0.81025], [-1.91667, -0.53709, 0.17743], [-0.39079, 2.38089, -2.79188], [0.72898, 1.02595, -2.12683], [-1.44535, 0.07538, -2.53031], [-2.37973, 1.24335, -1.55578], [1.04747, -4.02426, 2.04675], [2.51709, -3.15426, 2.47357], [2.14016, -3.59333, 0.81141]], "mulliken_charge": [-0.523, -0.099, -0.355, -0.412, -0.594, -0.720, -0.750, -0.143, 0.428, -0.549, 0.366, 0.273, 0.284, 0.243, 0.459, 0.248, 0.294, 0.345, 0.300, 0.330, 0.295, 0.279], "max_force_ev_per_a": 4.70, "gap_ev": [7.370, 9.464], "e_above_lowest_kj_mol": 726.07, "homo_ev": [-7.65, -8.79]}

=====

Record 2
{"formula": "C17H20MoN5O6S3Te", "method": "ωB97M-V/def2-TZVPD", "elements": ["Mo", "C", "C", "S", "C", "C", "S", "H", "H", "H", "H", "H", "H", "C", "O", "C", "O", "N", "N", "H", "H", "H", "H", "H", "H", "S", "C", "N", "C", "C", "C", "N", "H", "H", "H", "H", "Te", "O", "C", "O", "C", "C", "C", "C", "C", "C", "N", "O", "O", "H", "H", "H", "H"], "coordinates": [[-0.04119, 0.14211, 2.14465], [2.52855, 3.86168, 2.97342], [2.07293, 2.43843, 2.75376], [0.48310, 2.02814, 3.39761], [2.83553, 1.53489, 2.12408], [4.20216, 1.87762, 1.58585], [2.30001, -0.12122, 1.88446], [1.70780, 4.47290, 3.34624], [2.88534, 4.30967, 2.04105], [3.34694, 3.91730, 3.70023], [4.77830, 2.47775, 2.29548], [4.12195, 2.44982, 0.65443], [4.76356, 0.97020, 1.36654], [-5.12176, 1.25169, 0.05650], [-3.92907, 1.52221, 0.78726], [-3.13342, 0.51485, 1.20455], [-2.25905, 0.79714, 1.99909], [-3.42087, -0.70437, 0.68570], [-2.66606, -1.80248, 1.08119], [-5.69692, 2.17237, 0.07840], [-5.69639, 0.44950, 0.51852], [-4.90249, 1.00097, -0.98495], [-3.85583, -0.71964, -0.22459], [-1.88816, -2.00249, 0.46067], [-3.25729, -2.60359, 1.23311], [-0.54163, -3.82979, -0.59337], [1.02891, -3.82244, -0.02703], [1.32057, -3.37957, 1.24547], [2.54757, -3.37378, 1.77137], [3.59390, -3.84998, 1.04223], [3.27862, -4.28808, -0.25181], [2.07748, -4.28686, -0.77323], [0.57997, -2.96120, 1.83724], [2.60789, -2.95755, 2.76974], [4.60260, -3.86018, 1.42460], [4.07087, -4.66181, -0.89747], [-0.41265, -1.68218, 3.87363], [0.21766, 1.79291, 0.20533], [-0.27805, 0.86933, -0.44156], [-0.63333, -0.22841, 0.11294], [-0.51861, 0.99805, -1.91625], [-0.03131, 2.10510, -2.59446], [-0.25785, 2.24746, -3.95596], [-0.99189, 1.29560, -4.64322], [-1.48371, 0.20855, -3.94316], [-1.24556, 0.03173, -2.59238], [-2.30089, -0.77774, -4.65684], [-2.89077, -1.61110, -3.99873], [-2.35764, -0.70008, -5.87110], [0.52520, 2.84264, -2.03103], [0.13251, 3.10730, -4.48399], [-1.19358, 1.38234, -5.70048], [-1.60396, -0.84570, -2.07370]], "mulliken_charge": [-0.130, -1.545, 0.627, -0.260, 0.499, -1.463, -0.138, 0.423, 0.283, 0.329, 0.341, 0.267, 0.397, -0.829, -0.296, 0.663, -0.517, 0.051, -0.414, 0.262, 0.381, 0.288, 0.210, -0.116, 0.202, -0.403, 0.232, 0.181, 0.000, -0.731, 0.065, -0.577, -0.180, 0.448, 0.384, 0.388, -0.654, -0.655, 0.661, 0.441, 0.144, -0.542, -0.545, -0.524, 0.029, -0.478, 1.035, -0.594, -0.642, 0.489, 0.386, 0.490, 0.640], "max_force_ev_per_a": 0.47, "spin_multiplicity": 3, "gap_ev": [4.844, 5.178], "s_squared": 2.05, "e_above_lowest_kj_mol": 21.18, "homo_ev": [-3.35, -3.69], "charge": -1}